a) Density functional theory data (wB97M-V/def2-TZVPD) for a 2-piece molecular cluster, C2H4O3S overall.

molar mass: 108.12 g mol⁻¹
gap between HOMO and LUMO (alpha / beta): 0.3087 / 0.3086 hartree
E_HOMO (alpha / beta): -8.4 / -8.4 eV

```
10
C2H4O3S | OMol25 | wB97M-V/def2-TZVPD
C 0.126 -0.601 0.261
C -0.978 0.265 0.561
O 0.266 -1.731 -0.003
O -2.079 -0.044 -0.243
O 3.332 -0.615 0.076
S 2.254 0.567 -0.104
H -1.303 0.350 1.513
H -0.593 1.366 0.320
H -1.768 -0.335 -1.120
H 2.961 -1.321 -0.486
```

---

b) Density functional theory data (wB97M-V/def2-TZVPD) for an isolated molecule of C2H4O3S.

molar mass: 108.12 g mol⁻¹
structure (SMILES): OC(O)=C(O)S
gap between HOMO and LUMO: 0.3291 hartree
E_HOMO: -8.4 eV

```
10
C2H4O3S | OMol25 | wB97M-V/def2-TZVPD
O 0.441 -1.585 -0.615
C -0.385 -0.680 0.047
O -1.635 -1.188 -0.042
C -0.067 0.572 0.398
O -0.861 1.556 0.717
S 1.822 0.932 0.308
H 1.297 -1.407 -0.979
H -1.780 -1.868 -0.694
H -0.626 1.916 1.608
H 1.794 1.753 -0.749
```

---

List of relative energies, unit kJ/mol: a) 148.1; b) 0.0

---

a) Density functional theory data (wB97M-V/def2-TZVPD) for a 2-piece molecular cluster, C3H11N2 overall.

molar mass: 75.13 g mol⁻¹
gap between HOMO and LUMO: 0.3653 hartree
charge: +1
E_HOMO: -13.5 eV

```
16
C3H11N2 | OMol25 | wB97M-V/def2-TZVPD
C -1.139 -0.872 -2.330
H -1.948 -1.176 -1.633
H -0.211 -0.770 -1.756
H -1.369 0.065 -2.875
H -0.895 -1.579 -3.130
C 0.998 0.456 1.750
C -0.113 0.126 1.051
N -0.576 1.059 -0.031
N 1.878 -0.406 2.422
H 1.213 1.516 1.885
H -0.580 -0.853 0.946
H -1.576 0.932 -0.160
H -0.425 1.974 0.312
H -0.071 0.810 -0.902
H 2.005 -1.293 1.916
H 2.808 0.009 2.534
```

---

b) Density functional theory data (wB97M-V/def2-TZVPD) for a 2-piece molecular cluster, C3H11N2 overall.

molar mass: 75.13 g mol⁻¹
gap between HOMO and LUMO: 0.3815 hartree
charge: +1
E_HOMO: -14.7 eV

```
16
C3H11N2 | OMol25 | wB97M-V/def2-TZVPD
C -3.260 0.214 0.774
C -1.865 0.505 1.377
H -3.252 0.465 -0.291
H -3.423 -0.849 0.973
H -3.943 0.867 1.299
H -1.082 0.000 0.779
H -1.816 0.218 2.404
H -1.699 1.586 1.328
N 2.365 -0.448 0.258
C 1.589 -0.588 -0.792
N 1.515 0.232 -1.810
H 2.931 0.343 0.540
H 2.414 -1.270 0.839
H 1.223 -1.615 -0.814
H 1.207 -0.157 -2.698
H 1.591 1.262 -1.846
```

---

List of relative energies, unit kJ/mol: a) 91.9; b) 0.0

---

a) Density functional theory data (wB97M-V/def2-TZVPD) for a 2-piece molecular cluster, C3H11N2 overall.

molar mass: 75.13 g mol⁻¹
gap between HOMO and LUMO: 0.3669 hartree
charge: +1
E_HOMO: -13.2 eV

```
16
C3H11N2 | OMol25 | wB97M-V/def2-TZVPD
C -2.515 0.636 -0.059
N -1.299 0.268 0.730
H -3.419 0.339 0.468
H -2.534 1.695 -0.284
H -2.516 0.036 -0.968
H -1.106 -0.729 0.662
H -1.462 0.467 1.716
H -0.410 0.663 0.356
C 1.658 -1.469 0.230
C 1.327 -0.552 -0.665
N 1.320 0.837 -0.398
H 2.095 -1.240 1.202
H 1.637 -2.545 0.150
H 1.129 -0.865 -1.688
H 1.431 1.455 -1.199
H 2.097 1.054 0.207
```

---

b) Density functional theory data (wB97M-V/def2-TZVPD) for an isolated ion of composition C3H11N2 and charge +1.

molar mass: 75.13 g mol⁻¹
structure (SMILES): CC(C)(N)[NH3+]
gap between HOMO and LUMO: 0.4083 hartree
charge: +1
E_HOMO: -14.6 eV

```
16
C3H11N2 | OMol25 | wB97M-V/def2-TZVPD
C -0.599 0.668 -1.303
C -0.209 -0.139 -0.132
C 1.594 -0.255 -0.080
N -0.822 -1.387 0.162
N -0.261 0.639 1.257
H -1.715 0.870 -1.220
H -0.043 1.490 -1.403
H -0.540 0.056 -2.106
H 1.865 -0.295 0.897
H 1.990 0.544 -0.799
H 1.804 -1.174 -0.588
H -0.377 -2.220 0.239
H -1.813 -1.405 0.205
H -1.067 0.307 1.835
H -0.395 1.685 1.215
H 0.587 0.616 1.822
```

---

c) Density functional theory data (wB97M-V/def2-TZVPD) for a 2-piece molecular cluster, C3H11N2 overall.

molar mass: 75.13 g mol⁻¹
gap between HOMO and LUMO: 0.3883 hartree
charge: +1
E_HOMO: -14.8 eV

```
16
C3H11N2 | OMol25 | wB97M-V/def2-TZVPD
C 1.410 -0.960 0.517
C 2.638 -0.240 -0.068
H 0.757 -1.323 -0.274
H 1.726 -1.916 0.957
H 0.883 -0.433 1.310
H 2.343 0.493 -0.816
H 3.542 -0.810 -0.256
H 3.007 0.419 0.738
N -1.059 0.546 -0.892
C -2.027 0.201 -0.070
N -3.052 0.922 0.292
H -0.945 1.509 -1.174
H -0.669 -0.123 -1.550
H -1.824 -0.800 0.303
H -3.546 0.703 1.146
H -3.185 1.810 -0.162
```

---

List of relative energies, unit kJ/mol: a) 8.4; b) 109.6; c) 0.0

---

a) Density functional theory data (wB97M-V/def2-TZVPD) for a 2-piece molecular cluster, C3H11N2 overall.

molar mass: 75.13 g mol⁻¹
gap between HOMO and LUMO: 0.4222 hartree
charge: +1
E_HOMO: -14.9 eV

```
16
C3H11N2 | OMol25 | wB97M-V/def2-TZVPD
C 1.361 -0.157 0.717
C -0.637 1.382 0.359
C 0.268 0.346 -0.200
N -0.850 -1.376 -0.027
N 0.505 0.298 -1.558
H 1.030 -0.419 1.662
H 1.857 -0.917 0.210
H 2.102 0.702 0.714
H 0.034 2.249 0.621
H -1.136 1.134 1.343
H -1.461 1.738 -0.380
H -0.588 -2.253 -0.420
H -1.700 -0.864 -0.325
H -0.752 -1.674 0.963
H 1.452 -0.053 -1.793
H 0.112 0.949 -2.169
```

---

b) Density functional theory data (wB97M-V/def2-TZVPD) for a 3-piece molecular cluster, C3H11N2 overall.

molar mass: 75.13 g mol⁻¹
gap between HOMO and LUMO: 0.1250 hartree
charge: +1
E_HOMO: -12.5 eV

```
16
C3H11N2 | OMol25 | wB97M-V/def2-TZVPD
N 0.664 0.784 0.843
C 0.751 0.279 -0.484
C 0.505 1.219 -1.614
C 0.049 -1.097 -0.801
N 0.591 -1.387 -2.114
H -2.533 -0.919 5.638
H 1.495 0.689 1.390
H 0.074 1.583 0.941
H 1.903 -0.085 -0.670
H 0.871 2.206 -1.436
H -0.603 1.366 -1.928
H 0.964 0.799 -2.612
H 0.404 -1.806 -0.064
H -1.043 -1.057 -0.807
H -4.248 -0.421 6.221
H 0.154 -2.153 -2.501
```

---

c) Density functional theory data (wB97M-V/def2-TZVPD) for a 2-piece molecular cluster, C3H11N2 overall.

molar mass: 75.13 g mol⁻¹
gap between HOMO and LUMO: 0.4399 hartree
charge: +1
E_HOMO: -15.4 eV

```
16
C3H11N2 | OMol25 | wB97M-V/def2-TZVPD
C -1.002 2.067 -0.817
H -1.601 1.342 -0.210
H -1.723 2.720 -1.263
H -0.530 1.576 -1.687
H -0.293 2.643 -0.219
C 0.561 -1.844 -1.064
N 0.259 -0.816 -0.071
C 0.515 -0.848 1.203
N 0.370 0.140 2.056
H 1.452 -1.603 -1.694
H -0.337 -2.023 -1.687
H 0.835 -2.655 -0.434
H -0.186 0.086 -0.346
H 1.036 -1.756 1.532
H -0.044 1.018 1.714
H 0.688 -0.046 2.987
```

---

d) Density functional theory data (wB97M-V/def2-TZVPD) for C3H11N2 as an isolated structure.

molar mass: 75.13 g mol⁻¹
gap between HOMO and LUMO: 0.4395 hartree
charge: +1
E_HOMO: -15.0 eV

```
16
C3H11N2 | OMol25 | wB97M-V/def2-TZVPD
C -0.969 0.125 -1.080
C -1.127 0.228 0.520
C 0.210 0.766 1.114
N 1.337 -0.241 0.847
N 0.292 -0.836 -1.324
H -1.740 -0.423 -1.634
H -0.710 1.034 -1.637
H -1.454 -0.821 0.848
H -2.011 0.780 0.874
H 0.197 1.215 2.114
H 0.547 1.714 0.596
H 1.334 -0.889 1.608
H 0.794 -0.639 -0.299
H 2.271 0.262 0.993
H 0.159 -1.876 -1.515
H 0.872 -0.400 -2.026
```

---

List of relative energies, unit kJ/mol: a) 61.2; b) 1109.1; c) 0.0; d) 66.6

---

a) Density functional theory data (wB97M-V/def2-TZVPD) for a 2-piece molecular cluster, C4H7IN overall.

molar mass: 196.01 g mol⁻¹
gap between HOMO and LUMO (alpha / beta): 0.2763 / 0.2762 hartree
charge: +1
E_HOMO (alpha / beta): -13.8 / -13.8 eV

```
13
C4H7IN | OMol25 | wB97M-V/def2-TZVPD
C -0.218 -0.975 0.268
C -1.346 -1.444 -0.251
C 0.642 -0.558 1.369
C 0.308 2.078 -0.933
N 0.919 -0.315 -0.047
I -1.652 1.713 -0.689
H -1.480 -1.529 -1.316
H -2.101 -1.884 0.382
H 0.401 0.319 1.956
H 1.231 -1.302 1.892
H 0.848 2.566 -0.141
H 0.732 1.982 -1.916
H 1.714 -0.652 -0.573
```

---

b) Density functional theory data (wB97M-V/def2-TZVPD) for C4H7IN as an isolated structure.

molar mass: 196.01 g mol⁻¹
gap between HOMO and LUMO: 0.3668 hartree
charge: +1
E_HOMO: -14.1 eV

```
13
C4H7IN | OMol25 | wB97M-V/def2-TZVPD
C -0.069 0.815 -1.161
C -0.700 -0.986 -0.564
C 1.097 -0.178 0.730
C 0.107 0.861 0.344
N -0.312 -0.483 0.725
I -0.458 2.397 1.742
H 0.802 0.820 -1.745
H -1.030 1.188 -1.438
H -1.635 -0.901 -1.016
H -0.154 -1.798 -0.932
H 1.716 -0.871 0.026
H 1.520 -0.155 1.806
H -0.884 -0.708 1.481
```

---

List of relative energies, unit kJ/mol: a) 52.3; b) 0.0

---

a) Density functional theory data (wB97M-V/def2-TZVPD) for an isolated ion of composition C4H7IN and charge +1.

molar mass: 196.01 g mol⁻¹
structure (SMILES): C=[NH+]CC(=C)I
gap between HOMO and LUMO: 0.2981 hartree
charge: +1
E_HOMO: -13.0 eV

```
13
C4H7IN | OMol25 | wB97M-V/def2-TZVPD
C 1.441 -0.840 0.060
N 0.918 -0.263 1.002
C -0.223 0.595 0.877
C -0.766 0.671 -0.601
C -1.165 -0.460 -1.164
I -1.205 2.568 -1.444
H 2.333 -1.466 0.296
H 0.969 -0.673 -0.837
H 1.406 -0.355 1.954
H -0.042 1.589 1.153
H -1.079 0.442 1.572
H -1.675 -0.472 -2.150
H -0.914 -1.335 -0.718
```

---

b) Density functional theory data (wB97M-V/def2-TZVPD) for C4H7IN as an isolated structure.

molar mass: 196.01 g mol⁻¹
gap between HOMO and LUMO (alpha / beta): 0.3365 / 0.2339 hartree
charge: +1
E_HOMO (alpha / beta): -14.7 / -13.9 eV

```
13
C4H7IN | OMol25 | wB97M-V/def2-TZVPD
C -0.851 -0.987 0.702
C -0.124 -0.789 -0.591
C -0.488 1.489 0.134
C -0.304 0.405 1.065
N 0.524 0.421 -0.170
I 3.531 0.004 -0.120
H -1.853 -1.244 0.676
H -0.319 -1.619 1.297
H 0.609 -1.684 -0.845
H -0.710 -0.529 -1.430
H -1.541 1.390 -0.293
H -0.023 2.517 0.061
H 1.550 0.625 -0.487
```

---

List of relative energies, unit kJ/mol: a) 0.0; b) 337.6

---

a) Density functional theory data (wB97M-V/def2-TZVPD) for an isolated molecule of C2H6N2O3.

molar mass: 106.08 g mol⁻¹
structure (SMILES): NC[C@@H](O)[N+](=O)[O-]
gap between HOMO and LUMO: 0.3861 hartree
E_HOMO: -10.1 eV

```
13
C2H6N2O3 | OMol25 | wB97M-V/def2-TZVPD
N 2.149 -0.592 0.020
C 0.806 -0.423 -0.506
C -0.218 0.385 0.366
O -0.288 1.695 0.002
N -1.883 -0.211 0.048
O -2.106 -1.392 0.139
O -2.568 0.681 -0.347
H 2.420 0.298 0.489
H 1.998 -1.310 0.794
H 0.414 -1.466 -0.908
H 0.751 0.174 -1.337
H -0.202 0.196 1.530
H -1.273 1.965 -0.291
```

---

b) Density functional theory data (wB97M-V/def2-TZVPD) for C2H6N2O3 as an isolated structure.

molar mass: 106.08 g mol⁻¹
gap between HOMO and LUMO: 0.3576 hartree
E_HOMO: -9.1 eV

```
13
C2H6N2O3 | OMol25 | wB97M-V/def2-TZVPD
C -1.424 0.564 0.019
C 0.967 0.028 -0.045
N -1.154 -0.933 -0.156
N 0.162 -0.901 -0.615
O -0.434 1.198 0.507
O 1.550 -0.174 1.175
O 1.879 0.525 -0.963
H -1.715 0.794 -0.967
H -2.304 0.809 0.689
H -1.130 -1.600 0.744
H 0.274 -0.873 -1.683
H 1.007 -0.689 1.809
H 2.322 1.252 -0.514
```

---

List of relative energies, unit kJ/mol: a) 125.9; b) 0.0